The following is a quantum chemistry calculation of a structure of composition C69H132F30N11O22S10 at a distorted geometry, from the OMol25 dataset.

Structure (XYZ):
```
274
C69H132F30N11O22S10 | the OMol25 dataset | ωB97M-V/def2-TZVPD
C 20.085 26.775 22.383
C 19.388 25.448 22.251
C 20.392 24.288 21.966
C 19.585 22.956 21.818
N 20.331 21.627 21.575
C 21.177 21.704 20.357
C 22.551 21.124 20.677
C 22.639 21.649 22.149
C 21.245 21.350 22.699
C 19.299 20.582 21.334
H 20.619 27.033 21.470
H 20.801 26.792 23.200
H 19.338 27.597 22.499
H 18.666 25.438 21.402
H 18.873 25.182 23.160
H 21.153 24.221 22.767
H 20.948 24.546 21.050
H 18.881 22.941 20.983
H 19.023 22.763 22.762
H 20.639 21.317 19.503
H 21.321 22.783 20.150
H 22.644 20.003 20.603
H 23.264 21.634 20.017
H 23.486 21.241 22.736
H 22.685 22.718 22.005
H 21.144 20.274 22.926
H 20.925 21.826 23.608
H 19.797 19.613 21.224
H 18.733 20.865 20.447
H 18.609 20.521 22.175
C 17.998 10.051 18.591
C 18.734 11.252 17.933
C 17.785 12.053 16.961
C 18.444 13.302 16.487
N 17.728 13.963 15.347
C 17.816 13.188 14.061
C 17.606 14.252 12.909
C 18.166 15.549 13.540
C 18.416 15.279 15.017
C 16.326 14.248 15.738
H 17.158 10.433 19.151
H 18.587 9.492 19.334
H 17.581 9.451 17.798
H 19.654 10.948 17.410
H 18.996 11.918 18.767
H 16.913 12.322 17.559
H 17.376 11.405 16.229
H 19.423 13.091 16.050
H 18.518 14.047 17.271
H 17.146 12.331 14.003
H 18.840 12.864 14.053
H 16.557 14.263 12.603
H 18.191 13.924 12.031
H 17.439 16.343 13.352
H 19.155 15.814 13.161
H 17.963 15.999 15.725
H 19.478 15.110 15.210
H 16.275 14.737 16.698
H 15.741 13.331 15.759
H 15.886 14.925 15.012
C 24.157 21.720 9.730
C 23.657 21.195 11.104
C 22.853 22.321 11.889
C 21.742 22.748 10.981
N 20.660 23.638 11.655
C 19.751 24.186 10.644
C 20.452 25.349 9.975
C 21.389 25.922 11.073
C 21.346 24.918 12.250
C 20.070 22.837 12.731
H 23.373 21.749 8.989
H 24.789 20.973 9.275
H 24.724 22.646 9.774
H 24.512 20.948 11.727
H 23.111 20.241 11.036
H 23.546 23.118 12.102
H 22.536 21.802 12.811
H 21.287 21.885 10.470
H 22.198 23.335 10.175
H 18.772 24.340 11.127
H 19.699 23.410 9.880
H 19.681 26.083 9.738
H 20.849 24.981 9.040
H 20.895 26.859 11.414
H 22.422 26.100 10.760
H 20.619 25.318 12.967
H 22.327 24.605 12.670
H 20.582 22.947 13.664
H 19.997 21.802 12.395
H 19.059 23.254 12.807
C 14.452 16.075 18.924
C 14.703 17.301 19.820
C 14.406 17.044 21.296
N 14.844 18.131 22.294
C 14.067 19.340 22.038
C 16.345 18.375 22.243
C 16.943 17.071 22.760
C 15.853 16.672 23.853
C 14.639 17.531 23.619
H 15.153 15.289 19.146
H 14.638 16.346 17.883
H 13.417 15.714 19.064
H 14.015 18.048 19.399
H 15.718 17.722 19.703
H 14.913 16.089 21.606
H 13.325 16.884 21.359
H 13.056 18.995 22.202
H 14.225 19.605 20.999
H 14.277 20.182 22.674
H 16.534 19.212 22.910
H 16.580 18.735 21.228
H 17.850 17.289 23.321
H 17.141 16.383 21.935
H 16.046 16.829 24.911
H 15.524 15.620 23.749
H 14.573 18.340 24.334
H 13.687 17.023 23.598
C 15.249 24.648 17.774
C 14.082 23.985 17.008
C 13.472 24.955 15.947
N 12.386 24.335 15.081
C 11.191 24.137 15.944
C 12.901 23.183 14.286
C 11.829 22.980 13.160
C 11.336 24.522 12.891
C 11.932 25.326 14.021
H 15.350 24.119 18.716
H 15.085 25.726 17.997
H 16.214 24.669 17.232
H 13.342 23.718 17.770
H 14.541 23.174 16.453
H 14.293 25.217 15.296
H 13.125 25.853 16.438
H 10.294 24.019 15.318
H 11.100 25.019 16.569
H 11.194 23.225 16.536
H 13.147 22.324 14.897
H 13.752 23.615 13.780
H 10.982 22.388 13.462
H 12.283 22.593 12.243
H 10.277 24.641 12.746
H 11.816 24.955 12.006
H 11.317 25.984 14.603
H 12.803 25.888 13.703
C 20.333 18.041 14.505
C 19.688 19.190 15.299
C 18.149 19.158 15.295
N 17.418 20.274 16.040
C 17.666 21.697 15.393
C 15.956 20.024 16.032
C 15.444 20.187 17.422
C 16.581 20.784 18.235
C 17.845 20.362 17.452
H 21.398 18.069 14.700
H 20.193 18.082 13.397
H 20.049 17.088 14.953
H 20.087 20.142 14.975
H 20.034 19.129 16.356
H 17.812 18.231 15.733
H 17.717 19.208 14.289
H 17.038 22.383 15.915
H 17.248 21.595 14.398
H 18.715 21.923 15.518
H 15.549 20.744 15.332
H 15.831 19.025 15.662
H 14.606 20.901 17.459
H 15.085 19.219 17.826
H 16.586 21.880 18.261
H 16.656 20.405 19.252
H 18.715 21.040 17.497
H 18.074 19.366 17.761
C 24.944 23.782 14.621
C 25.164 22.302 14.801
C 24.510 21.750 16.073
N 24.572 20.236 16.275
C 23.730 19.520 15.289
C 24.062 19.902 17.659
C 24.586 18.456 17.893
C 25.978 18.363 17.098
C 26.007 19.718 16.252
H 23.921 24.073 14.472
H 25.463 24.144 13.692
H 25.312 24.393 15.415
H 26.210 22.045 14.772
H 24.659 21.832 13.951
H 23.433 21.982 16.044
H 24.881 22.221 16.980
H 22.756 20.009 15.303
H 23.734 18.487 15.587
H 24.176 19.530 14.318
H 22.989 20.076 17.769
H 24.588 20.693 18.221
H 23.906 17.632 17.740
H 24.915 18.328 18.916
H 26.112 17.437 16.524
H 26.789 18.491 17.805
H 26.296 19.602 15.196
H 26.724 20.372 16.746
C 20.743 17.484 19.305
F 21.195 18.635 18.720
F 21.403 16.424 18.791
F 21.083 17.567 20.583
S 18.873 17.241 19.023
O 18.569 15.963 19.657
O 18.317 18.373 19.751
O 18.704 17.226 17.609
C 19.774 24.193 17.556
F 20.129 25.481 17.869
F 19.256 23.633 18.704
F 18.820 24.282 16.625
S 21.292 23.303 16.854
O 21.685 24.059 15.667
O 22.212 23.289 17.989
O 20.721 21.977 16.634
C 17.047 25.451 13.795
F 16.898 26.647 14.171
F 18.310 25.222 13.629
F 16.566 24.614 14.700
S 16.085 25.130 12.195
O 14.655 25.480 12.399
O 16.683 25.925 11.072
N 16.432 23.576 12.257
S 15.602 22.435 11.690
O 14.768 21.764 12.613
O 14.902 22.651 10.461
C 16.915 21.220 11.325
F 17.544 20.763 12.503
F 16.328 20.239 10.712
F 17.812 21.785 10.564
C 10.128 14.617 14.953
F 9.514 15.191 16.017
F 9.731 13.375 14.947
F 9.619 15.190 13.842
S 11.982 14.731 14.995
O 12.450 13.800 15.978
O 12.487 14.539 13.658
N 11.944 16.197 15.527
S 12.711 17.380 16.019
O 12.176 17.984 17.190
O 14.168 17.295 15.852
C 12.192 18.468 14.603
F 12.728 19.770 14.763
F 12.610 18.044 13.432
F 10.914 18.585 14.557
C 23.006 13.007 14.313
F 23.894 13.522 15.195
F 23.620 12.329 13.368
F 22.280 12.132 14.935
S 22.010 14.362 13.659
O 21.087 13.818 12.679
O 21.416 15.012 14.787
N 23.265 15.049 13.031
S 23.940 16.295 13.598
O 23.266 17.595 13.325
O 24.470 16.276 14.917
C 25.378 16.392 12.415
F 25.996 17.628 12.693
F 26.239 15.440 12.539
F 24.933 16.348 11.179
C 15.876 22.525 21.836
F 14.780 22.704 21.165
F 16.466 21.386 21.416
F 16.639 23.529 21.598
S 15.451 22.581 23.741
O 15.423 23.926 24.225
O 14.250 21.790 23.843
N 16.742 21.719 24.171
S 16.882 20.794 25.363
O 16.335 21.331 26.576
O 16.519 19.367 25.187
C 18.666 20.745 25.491
F 19.187 21.947 25.453
F 18.967 20.139 26.605
F 19.279 20.117 24.435
```

Computed properties:
Charge = +1
Kohn-Sham gap = 9.393 eV
E_LUMO = -1.62 eV
DFT total energy = -11943.384728 a.u.
2S+1 = 1